Entry A
CH4O2P2 | ωB97M-V/def2-TZVPD

Element x y z (Å)
1 C -0.016 -0.527 -0.759
2 O 2.850 -2.905 -1.595
3 O 0.953 -1.282 -1.679
4 P 1.672 -2.517 -0.856
5 P 0.312 -0.682 1.046
6 H 0.064 0.501 -1.121
7 H -1.003 -0.918 -1.014
8 H -0.748 0.192 1.330
9 H 1.248 0.360 1.092

natural (NBO) atomic charge list, values in e, 5 entries: number 1, C, carries -0.37; number 2, O, carries -1.01; number 3, O, carries -0.82; number 4, P, carries 1.53; number 5, P, carries 0.27


Entry B
CH4O2P2 | ωB97M-V/def2-TZVPD

Element x y z (Å)
1 C -0.816 -0.318 0.152
2 O 1.524 2.471 1.546
3 O -0.380 0.910 0.998
4 P 1.198 1.280 0.787
5 P 0.154 -0.459 -1.454
6 H -0.877 -1.005 1.011
7 H -1.777 -0.047 -0.323
8 H -0.488 -1.792 -1.745
9 H 1.463 -1.041 -0.971

natural (NBO) atomic charge list, values in e, 5 entries: number 1, C, carries -0.37; number 2, O, carries -1.01; number 3, O, carries -0.83; number 4, P, carries 1.52; number 5, P, carries 0.24


It is entry A that is most stable; the runner-up trails by 29.2 kJ/mol.


Entry A
C21H27N3O2 | ωB97M-V/def2-TZVPD

Element x y z (Å)
1 C -1.080 4.196 0.941
2 C 0.202 5.014 1.061
3 C 1.427 4.247 0.560
4 C 1.530 4.229 -0.968
5 C 2.282 2.998 -1.479
6 N 1.502 1.791 -1.282
7 C 1.793 0.935 -0.290
8 O 2.783 1.021 0.412
9 C 0.793 -0.190 -0.052
10 N -0.564 0.042 -0.521
11 C -0.852 1.032 -1.384
12 O -1.957 1.479 -1.617
13 C 0.372 1.552 -2.138
14 H 0.622 0.807 -2.909
15 H 0.087 2.475 -2.645
16 C -1.592 -0.830 0.082
17 C -0.941 -2.164 0.325
18 C 0.323 -2.539 -0.037
19 C 0.471 -3.916 0.299
20 C 1.509 -4.839 0.184
21 C 1.295 -6.125 0.626
22 C 0.071 -6.512 1.178
23 C -0.973 -5.620 1.306
24 C -0.765 -4.321 0.862
25 N -1.602 -3.240 0.862
26 H -2.544 -3.235 1.212
27 H -1.918 -5.919 1.733
28 H -0.057 -7.531 1.512
29 H 2.086 -6.857 0.547
30 H 2.457 -4.547 -0.242
31 C 1.303 -1.546 -0.566
32 H 2.306 -1.734 -0.184
33 H 1.340 -1.554 -1.659
34 C -2.753 -1.072 -0.894
35 H -3.290 -0.151 -1.095
36 H -3.441 -1.797 -0.466
37 H -2.373 -1.467 -1.834
38 C -2.112 -0.187 1.374
39 H -2.546 0.782 1.140
40 H -2.876 -0.810 1.832
41 H -1.304 -0.049 2.089
42 H 0.745 -0.279 1.043
43 H 3.213 2.867 -0.923
44 H 2.509 3.099 -2.544
45 H 0.528 4.239 -1.401
46 H 2.044 5.126 -1.317
47 H 1.373 3.224 0.934
48 H 2.335 4.692 0.971
49 H 0.101 5.946 0.500
50 H 0.351 5.275 2.110
51 H -1.933 4.772 1.293
52 H -1.275 3.899 -0.086
53 H -1.006 3.293 1.545

natural (NBO) atomic charge list, values in e, 5 entries: number 1, C, carries -0.61; number 2, C, carries -0.39; number 3, C, carries -0.40; number 4, C, carries -0.41; number 5, C, carries -0.22


Entry B
C21H27N3O2 | ωB97M-V/def2-TZVPD

Element x y z (Å)
1 C 6.689 3.521 0.038
2 O 6.661 2.341 -0.720
3 C 5.704 1.402 -0.421
4 C 4.744 1.526 0.571
5 C 3.824 0.512 0.788
6 C 3.829 -0.646 0.013
7 C 4.807 -0.760 -0.982
8 C 5.727 0.240 -1.193
9 H 6.478 0.149 -1.961
10 H 4.834 -1.653 -1.590
11 N 2.964 -1.692 0.237
12 H 2.983 -2.436 -0.453
13 C 1.661 -1.544 0.831
14 C 1.664 -2.121 2.256
15 H 0.685 -2.047 2.722
16 H 1.956 -3.167 2.215
17 H 2.391 -1.586 2.863
18 H 1.383 -0.484 0.845
19 C 0.665 -2.339 -0.027
20 O 1.073 -3.170 -0.821
21 N -0.652 -2.127 0.169
22 C -1.283 -1.069 0.923
23 H -0.560 -0.516 1.517
24 C -2.005 -0.119 -0.035
25 N -2.992 -0.857 -0.798
26 C -2.340 -1.893 -1.578
27 C -1.615 -2.852 -0.637
28 H -1.079 -3.614 -1.202
29 H -2.342 -3.327 0.031
30 H -3.099 -2.441 -2.139
31 H -1.613 -1.469 -2.294
32 C -3.818 0.021 -1.610
33 C -4.679 0.903 -0.747
34 C -5.388 0.347 0.311
35 C -6.189 1.140 1.112
36 C -6.296 2.498 0.860
37 C -5.594 3.058 -0.193
38 C -4.787 2.264 -0.990
39 H -4.238 2.707 -1.809
40 H -5.673 4.116 -0.394
41 H -6.924 3.118 1.483
42 H -6.735 0.699 1.933
43 H -5.296 -0.712 0.500
44 H -3.208 0.640 -2.293
45 H -4.465 -0.615 -2.224
46 H -2.516 0.659 0.537
47 H -1.260 0.364 -0.696
48 H -2.023 -1.520 1.594
49 H 3.105 0.633 1.585
50 H 4.697 2.404 1.196
51 H 7.513 4.111 -0.361
52 H 6.873 3.316 1.099
53 H 5.758 4.090 -0.063

natural (NBO) atomic charge list, values in e, 5 entries: number 1, C, carries -0.25; number 2, O, carries -0.50; number 3, C, carries 0.26; number 4, C, carries -0.29; number 5, C, carries -0.23


It is entry A that is most stable; the runner-up trails by 162.0 kJ/mol.


Entry A
C5H16N2S | ωB97M-V/def2-TZVPD

Element x y z (Å)
1 C 0.621 -2.378 -2.069
2 C -0.003 -1.224 -2.844
3 C -0.430 -0.076 -1.926
4 S -1.682 -0.539 -0.691
5 H 1.433 -1.994 -1.444
6 H 1.025 -3.151 -2.728
7 H -0.121 -2.848 -1.421
8 H 0.734 -0.850 -3.565
9 H -0.876 -1.566 -3.406
10 H -0.842 0.761 -2.504
11 H 0.468 0.337 -1.455
12 C 0.430 1.729 1.639
13 N -0.092 3.038 2.022
14 C -0.327 0.654 2.392
15 N 0.046 -0.673 1.868
16 H 1.483 1.668 1.910
17 H 0.320 1.503 0.568
18 H 0.427 3.775 1.559
19 H -1.045 3.110 1.693
20 H -1.406 0.789 2.217
21 H -0.143 0.732 3.464
22 H -0.254 -1.404 2.498
23 H -0.818 -0.669 0.456
24 H 1.052 -0.724 1.766

natural (NBO) atomic charge list, values in e, 5 entries: number 1, C, carries -0.61; number 2, C, carries -0.41; number 3, C, carries -0.52; number 4, S, carries -0.20; number 5, H, carries 0.19


Entry B
C5H16N2S | ωB97M-V/def2-TZVPD

Element x y z (Å)
1 C -0.658 -2.513 1.860
2 C 0.372 -2.430 0.719
3 C 1.569 -1.599 1.238
4 S 1.054 0.172 1.929
5 H -0.173 -2.823 2.803
6 H -1.541 -3.129 1.688
7 H -0.964 -1.469 2.028
8 H 0.740 -3.423 0.441
9 H -0.053 -1.945 -0.156
10 H 2.121 -1.361 0.337
11 H 2.192 -2.084 1.990
12 N 1.430 2.196 -1.152
13 C -0.014 2.462 -1.233
14 C -0.857 1.213 -1.485
15 N -2.275 1.555 -1.477
16 H 0.950 0.399 0.219
17 H 1.898 3.067 -1.397
18 H 1.588 1.775 -0.222
19 H -0.433 3.032 -0.396
20 H -0.170 3.134 -2.088
21 H -0.550 0.747 -2.432
22 H -0.699 0.422 -0.747
23 H -2.880 0.877 -1.920
24 H -2.648 1.725 -0.547

natural (NBO) atomic charge list, values in e, 5 entries: number 1, C, carries -0.62; number 2, C, carries -0.42; number 3, C, carries -0.43; number 4, S, carries -0.15; number 5, H, carries 0.20


It is entry A that is most stable; the runner-up trails by 185.0 kJ/mol.


Entry A
CH6NO | ωB97M-V/def2-TZVPD

Element x y z (Å)
1 O 1.640 0.551 -2.125
2 H 1.277 1.360 -1.742
3 C -0.937 -0.273 0.732
4 N 0.514 -0.106 0.631
5 H -1.465 -0.272 -0.223
6 H -1.380 0.533 1.319
7 H -1.236 -1.191 1.240
8 H 0.898 -1.016 0.397
9 H 0.689 0.413 -0.229

Computed properties:
Net charge: -1

natural (NBO) atomic charge list, values in e, 5 entries: number 1, O, carries -1.35; number 2, H, carries 0.37; number 3, C, carries -0.41; number 4, N, carries -0.86; number 5, H, carries 0.17


Entry B
CH6NO | ωB97M-V/def2-TZVPD

Element x y z (Å)
1 O -1.323 -1.498 1.344
2 H -0.481 -1.950 1.309
3 C 1.197 1.207 -0.708
4 N 0.027 0.362 -0.648
5 H 1.613 1.248 0.395
6 H 0.958 2.327 -0.981
7 H 1.846 0.695 -1.502
8 H -0.321 -0.136 -1.481
9 H -0.398 0.023 0.292

Computed properties:
Net charge: -1

natural (NBO) atomic charge list, values in e, 5 entries: number 1, O, carries -1.34; number 2, H, carries 0.39; number 3, C, carries -0.40; number 4, N, carries -0.95; number 5, H, carries 0.19


It is entry A that is most stable; the runner-up trails by 55.9 kJ/mol.